(1)
The following is a DFT calculation (the ωB97M-V functional and the def2-TZVPD basis) of a molecular structure, C36H46N12O3Sn.

Structure (XYZ):
```
98
Properties=species:S:1:pos:R:3:forces:R:3
Sn 0.0764 0.4725 0.2266 0.2385 -0.3149 -0.0342
O 2.3782 0.4430 4.7765 0.0936 0.0119 0.0231
C 1.6226 0.3116 3.8454 0.1918 0.3861 -0.2120
N 1.4536 1.2752 2.8276 0.1889 0.0442 0.1686
C 2.3720 2.1268 2.5142 -0.0802 -0.2919 0.1699
C 3.7817 2.1075 2.8971 -0.2173 -0.0157 -0.0354
C 4.5688 3.1556 2.6130 -0.1102 0.0167 -0.0251
C 4.0768 4.3193 1.8879 -0.0140 -0.0370 -0.0732
C 2.8186 4.3895 1.4352 0.0129 -0.0156 0.0829
C 1.8886 3.2958 1.6896 -0.1003 -0.0642 -0.3934
N 0.6876 3.2182 1.2425 -0.1891 0.3918 0.3770
C -0.0137 4.3610 0.8292 0.2366 -0.0204 -0.1433
O 0.0291 5.3976 1.4434 -0.0177 0.0515 0.1403
C -0.8953 4.2297 -0.3809 0.0257 -0.0204 -0.0348
C -1.4036 5.4025 -0.9245 -0.0088 0.0401 0.0269
C -2.1610 5.3250 -2.0800 -0.0105 -0.0216 0.0240
C -2.3695 4.0800 -2.6505 0.0034 -0.0364 -0.0003
C -1.8319 2.9651 -2.0261 0.0364 0.0381 -0.0150
N -1.1171 3.0246 -0.9053 0.1622 -0.1413 -0.0091
C 0.6610 -0.8393 3.8072 0.0707 0.0067 -0.0717
C 0.6892 -1.7224 4.8785 -0.0015 -0.0063 -0.0551
C -0.2151 -2.7693 4.8998 -0.0036 0.0001 0.0075
C -1.1127 -2.8827 3.8529 -0.0353 -0.0079 -0.0588
C -1.0637 -1.9482 2.8295 0.0935 -0.1874 0.0944
N -0.1930 -0.9423 2.7851 0.0738 -0.1746 -0.0479
H 4.1611 1.2620 3.4439 0.0107 -0.0509 0.1126
H 5.6045 3.1488 2.9250 0.0175 -0.0024 0.0036
H 4.7658 5.1288 1.6870 0.0161 -0.0042 0.0141
H 2.4785 5.2378 0.8623 -0.0596 0.0566 0.0264
H -1.1905 6.3426 -0.4372 -0.0073 0.0139 0.0033
H -2.5728 6.2175 -2.5288 -0.0042 0.0327 -0.0254
H -2.9352 3.9701 -3.5645 -0.0253 -0.0058 -0.0298
H -1.9681 1.9784 -2.4490 -0.0178 -0.0537 -0.0310
H 1.4047 -1.5627 5.6715 0.0048 0.0130 0.0082
H -0.2292 -3.4698 5.7226 0.0072 -0.0307 0.0167
H -1.8450 -3.6768 3.8236 -0.0367 -0.0012 0.0053
H -1.7741 -1.9986 2.0157 0.0233 -0.1987 -0.1671
C -3.2184 -0.3671 -2.8987 0.0693 -0.0635 -0.0024
N -3.7211 -0.1210 -1.5603 0.1446 -0.1056 0.0743
C -5.1742 -0.1339 -1.4470 -0.0355 0.0020 0.0294
C -2.9093 -0.0416 -0.4752 -0.2640 0.2041 0.0015
N -1.7613 -0.7118 -0.3262 0.2421 0.0334 -0.0158
C -1.5174 -1.9794 -0.9221 -0.0904 -0.0150 0.0498
C -2.5259 -2.8632 -1.3088 -0.0346 0.1329 -0.0133
C -2.2347 -4.0380 -1.9791 0.1516 -0.0266 -0.0381
C -0.9138 -4.3445 -2.2852 -0.1452 0.0462 0.0134
C 0.0976 -3.5342 -1.8043 0.0566 0.0102 0.0238
C -0.1838 -2.4009 -1.0430 -0.0144 -0.0732 -0.0707
N 0.8123 -1.6339 -0.4028 0.0047 0.2707 0.1184
C 1.9026 -2.1770 0.1222 0.2066 -0.1958 0.0804
N 2.9835 -1.3870 0.3923 -0.3336 0.0951 0.0262
C 3.3031 -0.2050 -0.3809 0.0172 0.0738 -0.0638
C 3.7282 -1.5295 1.6345 0.0784 -0.0309 0.0065
N 2.0559 -3.4833 0.4496 -0.0884 0.1791 0.0645
C 3.3555 -4.1398 0.4025 0.0481 -0.0467 -0.0697
C 0.9726 -4.3588 0.8615 -0.0273 -0.0130 0.0669
N -3.2786 0.8257 0.4898 0.0911 -0.0312 -0.0614
C -2.7772 0.7479 1.8535 -0.0257 -0.0570 0.0600
C -4.0589 2.0253 0.2153 -0.1289 0.0356 -0.0025
H -3.4586 -1.3721 -3.2485 -0.0290 -0.0359 0.0049
H -2.1404 -0.2423 -2.9232 0.0945 0.0180 0.0099
H -3.6768 0.3558 -3.5763 0.0059 0.0044 -0.0188
H -5.5546 -1.0476 -1.9096 0.0079 0.0038 -0.0047
H -5.6244 0.7191 -1.9570 -0.0018 0.0155 0.0066
H -5.4747 -0.1284 -0.4038 -0.0038 0.0055 0.0111
H -3.5547 -2.6197 -1.0845 -0.0779 0.0335 -0.0352
H -3.0354 -4.6992 -2.2759 -0.0328 -0.0255 -0.0234
H -0.6737 -5.2248 -2.8636 0.0073 -0.0400 -0.0155
H 1.1331 -3.7906 -1.9900 0.0131 -0.0274 0.0049
H 2.7363 -0.2049 -1.3061 -0.0153 0.0170 -0.0414
H 4.3700 -0.2023 -0.6146 0.0001 -0.0156 -0.0030
H 3.0885 0.7163 0.1759 -0.0140 -0.0222 -0.0301
H 3.2356 -2.2407 2.2918 -0.0018 -0.0122 0.0177
H 3.7604 -0.5603 2.1372 0.0057 -0.0269 -0.0200
H 4.7559 -1.8540 1.4607 0.0094 -0.0060 0.0050
H 4.0756 -3.5203 -0.1229 0.0093 -0.0041 -0.0079
H 3.2470 -5.0805 -0.1391 -0.0065 -0.0116 -0.0048
H 3.7330 -4.3654 1.4011 0.0036 -0.0013 0.0153
H 0.0664 -3.7923 1.0315 -0.1091 0.0622 0.0444
H 1.2607 -4.8516 1.7920 0.0041 0.0115 0.0113
H 0.7709 -5.1223 0.1084 0.0127 -0.0013 0.0214
H -2.3573 -0.2332 2.0472 -0.1770 0.3340 -0.0734
H -3.6016 0.9235 2.5453 -0.0324 0.0084 -0.0053
H -2.0169 1.5137 2.0422 0.0239 -0.0123 -0.0024
H -4.1282 2.2009 -0.8534 -0.0094 -0.0085 0.0229
H -3.5554 2.8769 0.6758 0.0039 -0.0109 -0.0154
H -5.0638 1.9535 0.6346 0.0051 -0.0104 0.0143
C 0.4635 -1.1028 -4.2574 -0.0157 -0.0242 -0.0088
N 1.1148 0.1921 -4.2988 0.0409 -0.0255 -0.0592
C 1.1885 1.0193 -3.2412 0.0393 0.1763 0.0189
N 1.9775 2.1129 -3.3789 0.1322 0.1612 -0.0834
O 0.5881 0.8183 -2.1715 -0.2782 -0.3005 0.0292
H -0.1892 -1.2212 -5.1209 -0.0151 -0.0154 0.0193
H -0.1204 -1.1668 -3.3453 -0.0314 -0.0071 -0.0238
H 1.1945 -1.9119 -4.2509 -0.0006 -0.0083 -0.0170
H 1.6270 0.4309 -5.1330 -0.0140 0.0052 0.0702
H 2.3898 2.3615 -4.2627 -0.0254 0.0117 0.0552
H 1.8851 2.8373 -2.6880 -0.0180 -0.0398 -0.0092
```
Positions in Å, forces in eV/Å.

## Properties
- net charge = +2
- electronic energy (a.u.) = -2496.10682
- relative energy (zero: lowest compared OMol25 entry of this formula, charge and spin) (kJ/mol) = 0.0
- HOMO energy (eV) = -12.8
- frontier orbital gap (eV) = 6.2

---

(2)
The following is a DFT calculation (the ωB97M-V functional and the def2-TZVPD basis) of a gas-phase ion, C2H6N2P (charge +1).

Structure (XYZ):
```
11
Properties=species:S:1:pos:R:3:forces:R:3
C 0.5880 1.2697 0.1375 -1.8143 -1.4822 0.0434
C -0.3922 -1.1192 0.1558 0.3232 -0.1005 -0.3893
N -1.9319 1.1566 0.0061 1.9658 1.1530 -0.0084
N 0.6058 -0.0984 -0.3295 2.7051 -1.3814 2.0919
P -2.1006 -0.3571 -0.0159 -1.2573 -1.5608 0.3792
H 0.8719 2.0991 -0.4517 0.1212 0.2768 -1.0035
H 0.7638 1.2670 1.1546 0.1720 0.5077 2.0267
H -0.2493 -2.0742 -0.4047 -0.2023 0.9074 -0.1647
H -0.0198 -1.3677 1.0954 -0.4260 -0.4201 2.3138
H 0.2915 -0.1536 -1.2261 0.5142 0.4698 -4.1455
H 1.5727 -0.6223 -0.1215 -2.1016 1.6303 -1.1437
```
Positions in Å, forces in eV/Å.

## Properties
- net charge = +1
- electronic energy (a.u.) = -530.21728
- relative energy (zero: lowest compared OMol25 entry of this formula, charge and spin) (kJ/mol) = 507.8
- HOMO energy (alpha / beta) (eV) = -14.4 / -14.7
- frontier orbital gap (alpha / beta) (eV) = 8.9 / 8.8